# 1
The following is a DFT calculation (ωB97M-V/def2-TZVPD) of one molecule with the formula C5H9NO in a non-equilibrium geometry.

```
16
Properties=species:S:1:pos:R:3:forces:R:3
C 1.8757 -0.1615 -0.2489 -2.2 -1.3 1.6
C 1.0226 1.1296 0.1919 -2.5 -5.1 3.7
C -0.2397 0.5458 -0.3206 -1.3 0.4 1.2
N -1.7341 0.7645 -0.2355 -1.7 -0.9 3.3
C -1.8111 -0.8827 -0.1079 1.5 0.4 -1.2
C -0.2378 -0.8358 0.2051 -1.8 1.0 -1.5
O 0.9939 -1.4451 -0.0417 1.5 1.0 -2.7
H 2.1501 -0.1132 -1.3120 0.3 0.0 0.6
H 2.5845 -0.3341 0.5164 1.6 -0.1 -0.1
H 1.5109 1.7827 -0.3354 2.1 4.9 -2.4
H 0.8061 1.2698 1.3283 1.4 0.0 -1.9
H -0.2499 0.5388 -1.3323 0.9 -0.4 -3.6
H -2.1497 1.2152 0.7552 1.7 -1.9 -3.1
H -2.4314 -1.0659 0.7596 0.0 -0.7 -0.1
H -1.9650 -1.6039 -1.0112 -0.6 2.1 1.2
H -0.1250 -0.8043 1.1889 -0.9 0.7 4.9
```
Positions in Å, forces in eV/Å.

Output
**SMILES**: C1C[C@@H]2NC[C@H]2O1
**Energy above the lowest of the compared OMol25 structures with the same formula, charge and spin**: 145.6 kcal/mol
**HOMO energy**: -8.843 eV
**Electronic energy**: -325.7055 a.u.



# 2
The following is a DFT calculation (ωB97M-V/def2-TZVPD) of a 2-piece molecular cluster, C5H9NO overall in a non-equilibrium geometry.

```
16
Properties=species:S:1:pos:R:3:forces:R:3
C -1.0951 -1.1011 1.7745 2.1 1.2 0.5
C -0.3014 -1.3331 0.5318 -1.3 0.2 -0.5
C -0.4785 -2.3495 -0.3659 -0.1 -0.4 1.0
C 0.1380 -1.9646 -1.5643 0.9 -0.5 -1.8
C 0.6990 -0.7317 -1.4003 -0.6 0.2 0.6
N 0.3238 -0.3391 -0.1446 1.4 1.3 0.8
H -1.5558 -2.0213 2.0658 -0.8 -0.1 0.2
H -0.4294 -0.7849 2.5935 0.1 -0.4 0.1
H -1.6784 -0.1847 1.6777 -0.9 -0.6 -0.2
H -0.9875 -3.2364 -0.0242 -0.1 -0.2 -0.7
H 0.2518 -2.4796 -2.5082 -0.2 -0.4 0.2
H 1.2812 -0.0500 -2.0053 -0.1 -0.4 -0.1
H 0.7729 0.4431 0.3089 -0.3 0.0 0.0
O 0.7986 5.1343 -0.1380 -0.3 -0.4 -0.1
H 1.3412 5.7977 0.2918 0.1 0.1 -0.2
H 0.9194 5.2009 -1.0932 0.1 0.2 0.3
```
Positions in Å, forces in eV/Å.

Output
**SMILES**: Cc1ccc[nH]1.O
**Energy above the lowest of the compared OMol25 structures with the same formula, charge and spin**: 29.3 kcal/mol
**HOMO energy**: -7.903 eV
**Electronic energy**: -325.8909 a.u.



# 3
The following is a DFT calculation (ωB97M-V/def2-TZVPD) of one molecule with the formula C5H9NO.

```
16
Properties=species:S:1:pos:R:3:forces:R:3
C 0.0730 1.9229 0.7723 0.0 -0.1 0.1
C 0.3284 1.2461 -0.5714 0.1 0.3 0.0
N 1.5568 0.9375 -0.9623 -0.3 0.1 0.0
C 0.4451 -0.4317 -0.9455 -0.1 -0.4 -0.2
C 0.2133 -1.4943 0.1252 0.1 0.1 0.0
C -1.2029 -1.6694 0.6143 -0.2 0.3 -0.1
O -2.1370 -0.9802 0.2843 0.4 -0.2 0.1
H 0.7643 1.6090 1.5582 -0.1 -0.1 -0.1
H 0.3045 2.9753 0.5448 -0.1 -0.2 0.1
H -0.9669 1.8946 1.1106 0.1 -0.2 -0.1
H -0.4435 1.5812 -1.3007 0.2 -0.1 0.0
H 1.3732 -0.7138 -1.4519 0.0 -0.1 -0.1
H -0.3235 -0.4666 -1.7201 0.1 0.1 0.1
H 0.9061 -1.4304 0.9725 -0.1 0.1 -0.1
H 0.4528 -2.4591 -0.3556 0.0 0.1 0.2
H -1.3490 -2.5478 1.2834 0.0 0.2 0.0
```
Positions in Å, forces in eV/Å.

Output
**Energy above the lowest of the compared OMol25 structures with the same formula, charge and spin**: 121.1 kcal/mol
**HOMO energy**: -7.971 eV
**Electronic energy**: -325.7445 a.u.



# 4
The following is a DFT calculation (ωB97M-V/def2-TZVPD) of one molecule with the formula C5H9NO in a non-equilibrium geometry.

```
16
Properties=species:S:1:pos:R:3:forces:R:3
C -1.3375 -0.1571 1.2070 0.0 0.0 0.0
C -1.2698 0.1206 -0.2778 -0.2 -0.3 0.0
N -0.8270 1.4513 -0.6953 -0.1 0.2 -0.2
C -0.0006 0.2872 -1.0221 0.1 -0.3 -0.2
C 1.3090 0.2166 -0.3100 -0.1 0.0 0.0
C 1.8782 -1.0963 0.1831 0.3 0.1 0.4
O 1.7067 -2.2663 -0.0584 -0.5 1.0 -0.4
H -0.6314 0.4683 1.7615 -0.1 -0.1 -0.1
H -2.3389 0.0657 1.5902 0.1 0.0 -0.1
H -1.1175 -1.2094 1.4202 0.0 0.1 -0.1
H -2.0672 -0.3413 -0.8579 0.0 0.1 0.1
H -1.3367 1.7812 -1.5091 0.0 -0.1 0.1
H 0.0267 -0.0575 -2.0523 -0.2 0.0 0.1
H 1.2574 0.8534 0.5855 0.0 -0.2 -0.2
H 2.1357 0.6539 -0.8936 -0.2 0.0 0.0
H 2.6127 -0.7703 0.9290 0.7 -0.5 0.5
```
Positions in Å, forces in eV/Å.

Output
**SMILES**: C[C@H]1N[C@H]1CC=O
**Energy above the lowest of the compared OMol25 structures with the same formula, charge and spin**: 51.3 kcal/mol
**HOMO energy**: -9.747 eV
**Electronic energy**: -325.8558 a.u.



Taking the records one at a time from the top gives Kohn-Sham gap values of 9.97, 8.66, 8.83, 10.74 eV.